Molecular formula: C14H34N4
Method: DFT, ωB97M-V/def2-TZVPD

Last column: Mulliken charge in e.
Cartesian coordinates (Å):
C1 -5.9166 -2.2585 0.7051  -1.25
C2 -4.6006 -1.5443 0.3840  -0.48
N1 -4.6801 -0.5371 -0.6607  -0.32
C3 -5.3926 0.6868 -0.3168  -0.71
C4 -4.5648 1.6253 0.5669  -0.71
C5 -3.2990 2.1302 -0.1211  -0.72
N2 -2.2966 1.0873 -0.1704  0.10
C6 -1.1382 1.4395 -0.9631  -1.03
C7 -0.1363 0.2879 -0.9896  -0.64
C8 0.3619 -0.0409 0.4160  -0.29
C9 1.2167 -1.3045 0.4768  -1.05
N3 2.5005 -1.0955 -0.1660  -0.08
C10 3.3907 -2.2383 -0.0902  -0.87
C11 4.7418 -1.9388 -0.7395  -0.71
C12 5.5382 -0.8716 0.0088  -0.61
N4 4.9560 0.4391 -0.1887  -0.35
C13 5.5492 1.4641 0.6440  -0.34
C14 4.8265 2.7882 0.4408  -1.20
H1 -6.3195 -2.7332 -0.1886  0.30
H2 -5.7488 -3.0250 1.4570  0.41
H3 -6.6574 -1.5612 1.0897  0.31
H4 -3.8661 -2.2856 0.0527  0.38
H5 -4.2083 -1.0670 1.2835  0.25
H6 -5.1017 -0.9523 -1.4862  0.25
H7 -6.3524 0.4872 0.1868  0.21
H8 -5.6160 1.2044 -1.2543  0.50
H9 -4.2782 1.1208 1.4893  0.24
H10 -5.1939 2.4784 0.8283  0.42
H11 -3.5589 2.5116 -1.1275  0.36
H12 -2.8812 2.9691 0.4487  0.39
H13 -2.7364 0.2497 -0.5479  0.10
H14 -1.4075 1.7142 -2.0016  0.40
H15 -0.6727 2.3184 -0.5028  0.47
H16 -0.6217 -0.5933 -1.4178  0.26
H17 0.6987 0.5666 -1.6352  0.37
H18 -0.5089 -0.1668 1.0599  0.38
H19 0.9488 0.7963 0.7961  0.12
H20 0.6606 -2.1521 0.0357  0.39
H21 1.4171 -1.5535 1.5245  0.43
H22 2.3556 -0.8538 -1.1424  0.14
H23 2.9522 -3.1367 -0.5648  0.39
H24 3.5398 -2.4700 0.9702  0.41
H25 4.5871 -1.6006 -1.7656  0.32
H26 5.3238 -2.8620 -0.7663  0.37
H27 5.5951 -1.1481 1.0795  0.30
H28 6.5651 -0.8444 -0.3762  0.41
H29 3.9578 0.3689 0.0059  0.34
H30 6.6006 1.5669 0.3504  0.36
H31 5.5323 1.1948 1.7181  0.30
H32 3.7905 2.7059 0.7627  0.27
H33 5.3083 3.5765 1.0139  0.39
H34 4.8395 3.0570 -0.6118  0.32

As for the maximum force: 0.469 eV/Å. The value obtained for the LUMO energy is 0.94 eV. The SMILES is CCNCCCNCCCCNCCCNCC. As for the net charge: 0. Its relative energy (zero: lowest compared OMol25 entry of this formula, charge and spin) is 0.0283 eV.